Formula: C2H4N2O2
Source: OMol25
Level of theory: wB97M-V/def2-TZVPD

Each line ends with the Mulliken charge.
Geometry (Å):
1 N -1.461 0.638 -1.095  -0.334
2 C -0.856 0.427 0.104  0.469
3 O -1.311 0.750 1.186  -0.601
4 N 0.385 -0.203 -0.127  -0.464
5 C 1.147 -0.454 0.858  0.191
6 O 2.313 -1.029 0.587  -0.478
7 H -2.399 0.997 -1.128  0.238
8 H -1.057 0.214 -1.913  0.233
9 H 2.268 -1.088 -0.387  0.373
10 H 0.972 -0.253 1.917  0.373

Properties
HOMO-LUMO gap = 0.3993 Eh
HOMO energy = -10.00 eV
Relative energy (zero: lowest compared OMol25 entry of this formula, charge and spin) = 66.1 kJ/mol
2S+1 = 1
SMILES = NC(=O)/N=C/O
E_tot = -338.62802 Ha

Formula: C2H4N2O2
Source: OMol25
Level of theory: wB97M-V/def2-TZVPD

Each line ends with the Mulliken charge.
Geometry (Å):
1 C -0.899 -0.832 -0.704  0.499
2 C -1.086 0.501 -1.301  -0.701
3 N -0.982 -1.975 -0.833  -0.525
4 N 1.561 0.058 1.814  0.520
5 O 0.634 -0.481 1.226  -0.443
6 O 1.721 0.419 2.986  -0.422
7 H -1.728 1.133 -0.613  0.265
8 H -1.649 0.162 -2.119  0.272
9 H -0.036 0.830 -1.705  0.248
10 H 2.464 0.185 1.248  0.286

Properties
HOMO-LUMO gap = 0.3957 Eh
HOMO energy = -11.16 eV
Relative energy (zero: lowest compared OMol25 entry of this formula, charge and spin) = 547.4 kJ/mol
2S+1 = 1
SMILES = O=[NH+][O-].CC#N
E_tot = -338.44472 Ha

Formula: C2H4N2O2
Source: OMol25
Level of theory: wB97M-V/def2-TZVPD

Each line ends with the Mulliken charge.
Geometry (Å):
1 C 1.278 0.220 0.003  0.089
2 C -0.923 0.412 1.185  0.031
3 H 0.093 -1.439 -1.095  0.307
4 H -0.852 -0.125 -1.920  0.230
5 H 2.106 -0.256 -0.860  0.254
6 H -1.982 0.217 0.774  0.280
7 N -0.756 -0.629 -1.164  -0.514
8 N -0.170 0.268 -0.157  0.095
9 O 1.779 0.781 0.960  -0.438
10 O -0.574 0.552 2.274  -0.335

Properties
HOMO-LUMO gap = 0.3825 Eh
HOMO energy = -9.88 eV
Relative energy (zero: lowest compared OMol25 entry of this formula, charge and spin) = 432.9 kJ/mol
2S+1 = 1
SMILES = NN(C=O)C=O
E_tot = -338.48831 Ha

Formula: C2H4N2O2S
Source: OMol25
Level of theory: wB97M-V/def2-TZVPD

Each line ends with the Mulliken charge.
Geometry (Å):
1 C -0.141 0.467 0.223  0.542
2 C -0.248 -1.710 -0.646  -0.265
3 H -1.696 2.717 -1.061  0.354
4 H -0.221 2.047 1.513  0.345
5 H 0.052 -2.063 -1.699  0.225
6 H -1.134 -2.284 -0.190  0.275
7 N -0.441 1.784 0.423  -0.207
8 N 1.044 0.060 0.766  -0.497
9 O -1.903 2.364 -0.128  -0.429
10 O -0.823 -0.323 -0.611  -0.322
11 S 1.433 -1.387 0.097  -0.021

Properties
HOMO-LUMO gap = 0.2874 Eh
HOMO energy = -7.68 eV
Relative energy (zero: lowest compared OMol25 entry of this formula, charge and spin) = 463.6 kJ/mol
2S+1 = 1
E_tot = -736.62834 Ha

Formula: C2H4N2O2S
Source: OMol25
Level of theory: wB97M-V/def2-TZVPD

Each line ends with the Mulliken charge.
Geometry (Å):
1 C 0.224 1.389 -0.119  0.038
2 C -1.599 -0.942 -0.208  0.240
3 H 3.092 -0.514 -0.567  0.158
4 H 0.071 2.396 -0.393  0.375
5 H -1.677 1.201 0.599  0.356
6 H -1.612 -2.037 -0.360  0.380
7 N 1.241 0.837 -0.556  -0.374
8 N -0.712 0.876 0.809  -0.301
9 O -0.807 -0.501 0.852  -0.262
10 O -2.326 -0.145 -0.768  -0.496
11 S 1.858 -0.659 0.015  -0.115

Properties
HOMO-LUMO gap = 0.3521 Eh
HOMO energy = -8.83 eV
Relative energy (zero: lowest compared OMol25 entry of this formula, charge and spin) = 286.0 kJ/mol
2S+1 = 1
SMILES = O=CON/C=N\S
E_tot = -736.69596 Ha

Formula: C2H4N2O2S
Source: OMol25
Level of theory: wB97M-V/def2-TZVPD

Each line ends with the Mulliken charge.
Geometry (Å):
1 C 1.509 -1.399 0.647  -0.162
2 C 0.369 -0.984 -0.200  -0.007
3 N 0.334 -1.458 1.127  -0.431
4 N -1.528 1.005 0.075  -0.438
5 O 1.031 1.622 0.228  -0.585
6 O -0.189 1.092 -1.936  -0.641
7 S 0.064 0.871 -0.514  1.055
8 H 2.464 -1.563 0.888  0.394
9 H -0.178 -1.574 -0.928  0.368
10 H -1.623 0.998 1.059  0.219
11 H -2.254 1.390 -0.448  0.228

Properties
HOMO-LUMO gap = 0.4013 Eh
HOMO energy = -10.50 eV
Relative energy (zero: lowest compared OMol25 entry of this formula, charge and spin) = 338.1 kJ/mol
2S+1 = 1
SMILES = NS(=O)(=O)[C@H]1C=N1
E_tot = -736.67614 Ha

Formula: C2H4N2O3
Source: OMol25
Level of theory: wB97M-V/def2-TZVPD

Each line ends with the Mulliken charge.
Geometry (Å):
1 C 2.907 -0.865 -0.077  0.701
2 C -0.010 0.211 1.023  0.219
3 N 0.477 0.158 -0.148  -0.421
4 N -0.225 -0.617 -1.099  -0.485
5 O 3.260 -0.003 0.569  -0.371
6 O 2.745 -1.811 -0.681  -0.344
7 O 0.725 0.978 1.797  -0.478
8 H -0.855 -0.287 1.569  0.350
9 H -0.866 -1.336 -0.740  0.208
10 H -0.739 -0.034 -1.742  0.240
11 H 1.371 1.512 1.348  0.379

Properties
HOMO-LUMO gap = 0.3600 Eh
HOMO energy = -8.93 eV
Relative energy (zero: lowest compared OMol25 entry of this formula, charge and spin) = 200.7 kJ/mol
2S+1 = 1
SMILES = N/N=C/O.O=C=O
E_tot = -413.81524 Ha

Formula: C2H4N2O3
Source: OMol25
Level of theory: wB97M-V/def2-TZVPD

Each line ends with the Mulliken charge.
Geometry (Å):
1 C 0.533 -0.402 -0.477  -0.244
2 C -0.683 -0.763 0.346  -0.428
3 N 1.569 0.453 0.267  -0.273
4 N -1.846 0.054 0.018  0.845
5 O -1.612 1.261 -0.032  -0.515
6 O -2.935 -0.351 -0.142  -0.555
7 O 2.652 0.873 -0.379  -0.326
8 H 0.762 -0.637 -1.459  0.479
9 H -0.777 -1.890 0.416  0.363
10 H -0.450 -0.304 1.323  0.258
11 H 2.788 1.705 0.117  0.397

Properties
HOMO-LUMO gap (alpha / beta) = 0.3487 / 0.3488 Eh
HOMO energy (alpha / beta) = -9.59 / -9.59 eV
Relative energy (zero: lowest compared OMol25 entry of this formula, charge and spin) = 771.7 kJ/mol
2S+1 = 1
SMILES = O=[N+]([O-])C/C=N/O
E_tot = -413.59777 Ha